Record 1
Computed, not measured: 11 unconnected molecules or ions with the total composition C34H96N6O11 in a non-equilibrium geometry, with wB97M-V/def2-TZVPD.

Structure (ORCA input):
```
! wB97M-V def2-TZVPD RIJCOSX def2/J DEFGRID3
* xyz 0 1
C -0.2257 -0.6943 -2.6531
O 0.1017 -1.5442 -1.5650
C -0.5355 -1.1635 -0.3697
C -0.2314 -2.1170 0.7872
C -0.8799 -1.6825 2.0845
N 1.2006 -2.2670 0.9889
H 0.1580 -1.1296 -3.5709
H 0.1259 0.3320 -2.5555
H -1.3119 -0.7384 -2.7757
H -0.4312 -0.1006 -0.1047
H -1.6277 -1.1574 -0.5612
H -0.6751 -3.0781 0.5025
H -0.6035 -0.6588 2.3586
H -0.4490 -2.2767 2.8869
H -1.9596 -1.7445 1.9473
H 1.6184 -1.3633 1.1822
H 1.7087 -2.5940 0.1762
C -0.7070 2.1848 1.7108
O -0.3769 3.5462 1.8782
C 0.3986 3.9575 0.7773
C 0.9525 5.3603 1.0445
C -0.1786 6.3558 1.3381
N 1.8204 5.8907 -0.0214
H -0.9666 1.7022 2.6568
H 0.0881 1.5086 1.3675
H -1.5346 2.0843 0.9985
H 1.2882 3.3437 0.6035
H -0.1982 3.9792 -0.1466
H 1.5229 5.2715 1.9766
H -0.9063 6.4468 0.5230
H 0.1967 7.3365 1.6253
H -0.8271 5.9573 2.1278
H 1.1710 6.0944 -0.7810
H 2.1949 6.7855 0.2653
C 4.3550 2.8360 4.1513
O 4.2829 1.7187 3.3099
C 3.4119 1.9538 2.2224
C 3.3576 0.6928 1.3805
C 4.7431 0.2118 0.9462
N 2.5976 0.9139 0.1457
H 3.4129 3.0380 4.6801
H 4.6602 3.7274 3.5911
H 5.0681 2.6762 4.9614
H 2.3864 2.2044 2.5148
H 3.8783 2.7437 1.6175
H 2.8982 -0.0498 2.0444
H 5.2800 1.0151 0.4417
H 4.6611 -0.6422 0.2666
H 5.3080 -0.2539 1.7618
H 2.7138 0.1511 -0.5128
H 2.9460 1.7347 -0.3762
C 0.9515 2.5479 -5.0878
O 2.1642 3.0407 -4.5680
C 2.1370 3.0308 -3.1545
C 3.4883 3.4428 -2.6036
C 4.6151 2.4979 -3.0009
N 3.3833 3.4916 -1.1420
H 0.9400 2.7179 -6.1609
H 0.0842 3.0620 -4.6514
H 0.7930 1.4869 -4.8598
H 1.3561 3.6694 -2.7182
H 1.8763 2.0072 -2.8462
H 3.7096 4.4280 -3.0359
H 5.5068 2.6880 -2.3969
H 4.8661 2.5194 -4.0570
H 4.3412 1.4783 -2.7066
H 4.2840 3.7772 -0.7681
H 2.7343 4.2229 -0.8392
C -3.5950 -4.3014 1.1007
O -3.2912 -3.7782 -0.1682
C -2.7679 -4.7806 -1.0333
C -2.4819 -4.1494 -2.3739
C -3.7457 -3.6066 -3.0355
N -1.9002 -5.1316 -3.3126
H -2.7162 -4.7217 1.6073
H -4.3201 -5.1230 1.0883
H -3.9496 -3.4645 1.7001
H -1.8139 -5.1293 -0.6038
H -3.4283 -5.6581 -1.0267
H -1.7471 -3.3599 -2.1948
H -3.5519 -3.1271 -3.9892
H -4.1338 -2.7808 -2.4276
H -4.5326 -4.3606 -2.9984
H -1.2463 -5.7825 -2.8801
H -2.6255 -5.7667 -3.6413
C -0.0470 5.2511 4.7862
O 0.2087 4.1850 5.6784
C -0.0981 2.9310 5.0844
C 0.2812 1.8731 6.0928
C 0.2910 0.4666 5.4568
N -0.6435 1.8060 7.2595
H 0.6659 5.2476 3.9621
H 0.0684 6.1923 5.3312
H -1.0998 5.2539 4.4865
H -1.1701 2.8515 4.8916
H 0.5812 2.6835 4.2639
H 1.2834 2.0105 6.5136
H 0.9115 0.4210 4.5545
H -0.7039 0.1610 5.1244
H 0.6929 -0.2689 6.1522
H -0.5421 2.7111 7.7185
H -0.2545 1.1292 7.9081
C -3.8503 1.0120 -4.7126
C -3.4106 -0.4261 -4.8853
O -2.1878 -0.4410 -5.6134
H -4.0535 1.4784 -5.6783
H -3.0437 1.5805 -4.2494
H -4.7773 1.0476 -4.1386
H -4.1353 -0.9911 -5.4841
H -3.2314 -0.8655 -3.8987
H -1.7526 -1.3037 -5.4681
C 2.5347 -5.0713 -1.0369
C 2.3534 -4.2104 -2.3061
O 2.4928 -2.8410 -2.0093
H 3.3121 -4.6070 -0.4271
H 2.8857 -6.0867 -1.2244
H 1.6239 -5.0691 -0.4339
H 1.4394 -4.4889 -2.8396
H 3.1537 -4.5770 -2.9605
H 1.5956 -2.4451 -1.9341
C -1.3975 -4.7876 4.2348
C -1.1373 -3.6426 5.2007
O -1.5793 -3.9883 6.5020
H -2.4584 -5.0754 4.2787
H -0.8990 -5.6923 4.5841
H -1.1670 -4.5881 3.1897
H -1.4652 -2.6499 4.8819
H -0.0451 -3.5557 5.2196
H -2.5239 -4.1668 6.4321
C 0.6764 -2.0029 -6.2427
C 0.1807 -3.1659 -5.3959
O -1.2114 -3.0170 -5.0994
H 1.7138 -2.1927 -6.5173
H 0.6615 -1.1210 -5.6014
H 0.0890 -1.8400 -7.1417
H 0.7236 -3.2790 -4.4544
H 0.2885 -4.1114 -5.9369
H -1.4916 -3.7362 -4.4845
C -4.0279 0.8665 -0.6228
C -4.6440 -0.2061 0.2505
O -5.8460 0.2601 0.8452
H -4.5940 1.0426 -1.5379
H -3.0138 0.6465 -0.9631
H -3.9772 1.8109 -0.0771
H -4.0269 -0.6027 1.0607
H -4.8631 -1.0812 -0.3729
H -6.6054 -0.3102 0.7398
*
```

Calculated values
LUMO	0.45	eV
energy above the lowest of the compared OMol25 structures with the same formula, charge and spin	0.401	eV

Record 2
Computed, not measured: 11 unconnected molecules or ions with the total composition C34H96N6O11 in a non-equilibrium geometry, with wB97M-V/def2-TZVPD.

Structure (ORCA input):
```
! wB97M-V def2-TZVPD RIJCOSX def2/J DEFGRID3
* xyz 0 1
C 15.7511 8.3625 -5.6095
O 16.7895 9.3179 -5.6011
C 16.9996 9.9109 -4.3451
C 16.0351 11.0224 -3.9716
C 15.8309 11.9648 -5.1582
N 16.6339 11.6758 -2.8033
H 14.8339 8.7716 -5.1753
H 16.0327 7.4611 -5.0469
H 15.6056 8.0136 -6.6298
H 17.0517 9.1416 -3.5527
H 18.0293 10.2839 -4.3275
H 15.0314 10.6782 -3.7006
H 15.2277 12.8285 -4.8873
H 15.3123 11.4907 -5.9993
H 16.7749 12.2497 -5.6333
H 17.6452 11.5928 -2.8221
H 16.5027 12.6774 -2.7711
C 9.4214 15.2579 0.7252
O 8.5175 14.3054 1.2185
C 7.1432 14.6614 1.1219
C 6.6732 15.3260 2.3778
C 6.7420 14.3631 3.5571
N 5.3547 15.9421 2.1956
H 9.0993 16.2948 0.8488
H 9.6834 15.1056 -0.3377
H 10.4004 15.0807 1.1805
H 6.9227 15.1730 0.1805
H 6.6388 13.6897 1.0574
H 7.4406 16.0770 2.6464
H 7.7921 14.0896 3.6542
H 6.1232 13.4703 3.4389
H 6.4368 14.8259 4.4987
H 5.0512 16.2469 3.1154
H 5.4427 16.7999 1.6612
C 13.4251 14.3672 -0.4578
O 14.0217 13.1555 -0.0928
C 13.2095 12.0426 -0.4259
C 14.0277 10.7858 -0.3033
C 13.1689 9.5877 -0.6926
N 14.4944 10.6595 1.0706
H 13.1663 14.3453 -1.5246
H 14.0721 15.2352 -0.3458
H 12.5067 14.5371 0.1235
H 12.4333 12.0028 0.3604
H 12.6961 12.1354 -1.3887
H 14.8671 10.8966 -1.0063
H 13.1998 9.4421 -1.7760
H 12.1558 9.6551 -0.2973
H 13.6177 8.6600 -0.3221
H 15.1618 9.9188 1.2282
H 14.8965 11.5479 1.3450
C 5.9891 10.3077 -3.5306
O 6.1826 11.7122 -3.4933
C 7.4698 12.1123 -3.8450
C 8.5093 11.8556 -2.7593
C 8.1610 12.6037 -1.4951
N 9.8648 12.2881 -3.1600
H 6.8009 9.7879 -3.0188
H 5.8907 9.9368 -4.5534
H 5.0700 10.1305 -2.9763
H 7.8384 11.6549 -4.7774
H 7.4864 13.1952 -3.9985
H 8.5872 10.7840 -2.5224
H 8.1845 13.6800 -1.7273
H 8.8390 12.5150 -0.6466
H 7.1321 12.4628 -1.1590
H 10.0852 11.8005 -4.0264
H 10.5750 11.9580 -2.5169
C 11.2055 20.1754 3.9373
O 12.3694 20.3873 3.1815
C 12.1379 20.6096 1.8136
C 11.8052 19.3520 1.0208
C 12.9106 18.3135 1.1308
N 11.7067 19.6802 -0.4270
H 10.8140 19.1561 3.8273
H 10.4029 20.8631 3.6322
H 11.4283 20.3637 4.9845
H 11.3139 21.3331 1.6917
H 13.0313 21.0785 1.3960
H 10.8820 18.8570 1.3248
H 13.9161 18.7196 0.9776
H 12.7705 17.4745 0.4516
H 12.9754 17.8823 2.1361
H 12.4967 20.2626 -0.6882
H 10.8672 20.2254 -0.5930
C 17.6848 10.5641 2.6822
O 18.5066 10.1801 3.7781
C 19.8600 10.0872 3.4221
C 20.6333 9.3716 4.4926
C 20.4859 10.0479 5.8651
N 22.0291 9.1670 4.0931
H 16.7116 10.7237 3.1412
H 17.6783 9.8512 1.8552
H 18.0592 11.5467 2.3709
H 19.9766 9.5634 2.4616
H 20.2836 11.0991 3.2717
H 20.1729 8.3988 4.7112
H 19.4288 10.2617 6.0445
H 20.9135 11.0622 5.8420
H 20.9171 9.4746 6.6807
H 22.5985 9.1593 4.9357
H 22.3656 10.0222 3.6503
C 13.9569 6.2514 -3.2107
C 12.4964 6.6936 -3.3744
O 11.6520 5.5775 -3.6339
H 14.0680 5.5484 -2.3829
H 14.6048 7.1118 -3.0286
H 14.3001 5.7494 -4.1159
H 12.4624 7.3329 -4.2563
H 12.1858 7.2127 -2.4685
H 11.3125 5.2575 -2.7948
C 15.3778 15.1882 -3.6213
C 15.5414 16.5216 -2.9559
O 14.9804 17.6183 -3.6221
H 14.3646 14.7894 -3.6421
H 16.0214 14.4607 -3.1242
H 15.8252 15.2036 -4.6194
H 16.6017 16.7067 -2.7505
H 15.1847 16.4772 -1.9112
H 14.0213 17.5011 -3.5698
C 11.2848 16.0728 -3.6531
C 11.1990 17.2626 -2.7263
O 12.5160 17.3825 -2.1752
H 11.7137 15.2024 -3.1474
H 12.0045 16.2553 -4.4566
H 10.3457 15.7255 -4.0823
H 10.4871 17.1683 -1.9030
H 10.9453 18.1760 -3.2734
H 12.5293 17.7892 -1.3013
C 12.6149 12.0408 4.0829
C 11.8853 12.5896 2.8872
O 10.5636 13.0011 3.3347
H 12.5175 12.6679 4.9628
H 13.6700 11.8525 3.8589
H 12.2520 11.0255 4.2652
H 11.7518 11.8714 2.0808
H 12.3504 13.5003 2.4919
H 9.9388 12.7510 2.6491
C 15.4985 15.5004 2.3930
C 15.7987 14.0351 2.5129
O 16.8880 13.7751 3.4033
H 15.1453 15.9263 3.3361
H 14.7000 15.6396 1.6579
H 16.3570 16.0630 2.0296
H 16.0974 13.6928 1.5180
H 14.9242 13.4310 2.7728
H 16.6029 14.1300 4.2510
*
```

Calculated values
LUMO	0.33	eV
energy above the lowest of the compared OMol25 structures with the same formula, charge and spin	1.608	eV

Let's list gap between HOMO and LUMO in order: 9.138; 9.469 eV.